Record 1
ORCA calculation (ωB97M-V/def2-TZVPD) on C18H24FN3OS in the gas phase.

* ΔE to the lowest compared entry with this formula, charge and spin: 0.0 kcal per mole
* charge: 0
* LUMO: 0.585 eV
* spin multiplicity: 1
* HOMO: -8.6 eV
* gap between HOMO and LUMO: 9.159 eV
* structure (SMILES): Cc1ncc(CN2CCN(Cc3ccc(F)cc3)[C@H](CCO)C2)s1
* F_max: 1.0 eV/A

Each line ends with the Mulliken charge.
Geometry (Å):
C1 2.91050 -2.86994 6.24146  -1.11
C2 2.56250 -2.62087 4.82453  0.68
N1 1.68984 -3.27142 4.14981  -0.54
C3 1.58360 -2.83403 2.87309  -0.50
C4 2.40128 -1.80233 2.53147  0.37
S1 3.36148 -1.34892 3.90330  -0.19
C5 2.51125 -1.10630 1.21744  -1.00
N2 1.19358 -0.76266 0.71433  0.36
C6 0.54575 0.25362 1.52274  -0.50
C7 -0.89186 0.42857 1.03307  -1.29
N3 -0.98936 0.77150 -0.37704  0.09
C8 -0.73283 2.17852 -0.66745  -0.80
C9 -1.20001 2.51949 -2.05857  0.37
C10 -0.30188 2.92935 -3.03531  -0.16
C11 -0.73055 3.22039 -4.31862  -0.69
C12 -2.07422 3.08868 -4.61329  0.39
C13 -2.99315 2.68276 -3.66214  -0.77
C14 -2.54721 2.40277 -2.38450  -0.36
H1 -3.25295 2.08663 -1.63216  0.31
H2 -4.03459 2.59067 -3.92585  0.45
F1 -2.50048 3.36609 -5.86353  -0.33
H3 -0.04060 3.54082 -5.08311  0.43
H4 0.74725 3.02536 -2.79447  0.38
H5 -1.30677 2.76672 0.05564  0.47
H6 0.32751 2.45419 -0.55973  0.33
C15 -0.20352 -0.14401 -1.20514  0.53
C16 -0.91213 -1.49734 -1.35349  -0.93
H7 -0.98056 -1.98997 -0.38451  0.24
H8 -0.31301 -2.12779 -2.01173  0.43
C17 -2.31079 -1.34846 -1.95865  -0.64
O1 -3.22347 -0.73371 -1.08977  -0.63
H9 -2.77082 0.05370 -0.74270  0.37
H10 -2.72501 -2.33398 -2.18877  0.51
H11 -2.23675 -0.77657 -2.89860  0.21
C18 1.22598 -0.33386 -0.66944  -1.67
H12 1.73003 -1.09886 -1.26400  0.60
H13 1.79337 0.61018 -0.78278  0.27
H14 -0.13548 0.30549 -2.20319  0.52
H15 -1.39433 1.20136 1.61893  0.56
H16 -1.42256 -0.51400 1.18587  0.33
H17 0.53404 -0.07738 2.56308  0.52
H18 1.09133 1.21555 1.47326  0.24
H19 3.16237 -0.21891 1.32342  0.42
H20 2.97941 -1.78071 0.49113  0.35
H21 0.87837 -3.30305 2.21277  0.48
H22 2.72568 -1.98019 6.84201  0.30
H23 2.30488 -3.69052 6.61605  0.31
H24 3.96491 -3.12665 6.33510  0.30



Record 2
ORCA calculation (ωB97M-V/def2-TZVPD) on a molecular structure, C32H55IrN4OP2.

* ΔE to the lowest compared entry with this formula, charge and spin: 60.1 kcal per mole
* charge: +3
* LUMO (spin up / spin down): -8.343 / -12.773 eV
* spin multiplicity: 6
* HOMO (spin up / spin down): -14.1 / -18.0 eV
* gap between HOMO and LUMO (spin up / spin down): 5.761 / 5.231 eV
* F_max: 7.2 eV/A

Each line ends with the Löwdin spin population.
Geometry (Å):
C1 -0.27237 1.20300 -2.44600  0.44
C2 -2.19595 0.98907 -1.09702  0.21
C3 -1.03880 1.57017 -3.54886  0.12
C4 -2.99195 1.51981 -2.15389  0.50
C5 -2.40578 1.79637 -3.37736  0.37
H1 -0.53777 1.67732 -4.51012  0.00
H2 -4.06346 1.63340 -1.97841  0.02
H3 -3.00344 2.16148 -4.21211  0.01
N1 -0.83405 1.07543 -1.24396  0.48
P1 2.16074 1.03410 -0.99858  0.24
P2 -1.92397 -0.42961 1.40971  0.54
C6 1.19003 0.82137 -2.58451  0.08
H4 1.24118 -0.24038 -2.87489  0.03
H5 1.61660 1.38625 -3.42113  0.01
C7 1.17971 -0.12889 2.00680  0.04
O1 1.65947 -0.47653 3.01964  0.02
C8 -2.71815 0.31195 0.02089  0.53
H6 -3.80715 0.41270 0.13656  0.02
C9 -3.09834 -2.05853 1.26419  0.13
C10 -2.42234 0.25706 3.15438  0.15
C11 3.61948 -0.21764 -1.05168  0.03
C12 2.80478 2.80706 -1.37650  0.06
C13 -2.18310 -3.16958 1.76079  0.02
H7 -2.00652 -3.12131 2.84039  0.00
H8 -2.63930 -4.14889 1.55473  0.01
H9 -1.21485 -3.12240 1.24829  0.00
C14 -4.43170 -2.07483 2.02781  0.03
H10 -4.36173 -1.92871 3.10768  0.00
H11 -5.15177 -1.34690 1.62999  0.00
H12 -4.88408 -3.07212 1.88533  0.01
C15 -3.48698 -2.26693 -0.20072  0.02
H13 -3.91826 -3.27410 -0.31750  0.00
H14 -4.24763 -1.55278 -0.54370  0.00
H15 -2.62443 -2.17678 -0.87217  0.00
C16 -2.29313 -0.87887 4.18479  0.01
H16 -1.25580 -1.24073 4.20649  0.00
H17 -2.54274 -0.48692 5.18128  0.01
H18 -2.94188 -1.73617 4.00337  0.00
C17 -1.44947 1.33916 3.62026  0.01
H19 -0.43091 0.95075 3.72817  0.00
H20 -1.43307 2.18512 2.93078  0.00
H21 -1.77532 1.71131 4.60637  0.00
C18 -3.81060 0.89715 3.07998  0.05
H22 -4.61311 0.18269 2.88002  0.00
H23 -4.03256 1.37224 4.04967  0.01
H24 -3.83433 1.67770 2.30484  0.00
C19 3.65122 3.28658 -0.19300  0.00
H25 3.94507 4.33111 -0.37973  0.00
H26 3.09643 3.25521 0.75228  0.00
H27 4.57281 2.70384 -0.06913  0.00
C20 1.59020 3.72840 -1.55650  0.01
H28 1.05541 3.52078 -2.49333  0.00
H29 0.88184 3.64473 -0.72770  0.00
H30 1.94171 4.77107 -1.59839  0.00
C21 3.63121 2.92858 -2.67528  0.02
H31 3.66053 3.99211 -2.95721  0.01
H32 4.67001 2.61301 -2.55117  0.00
H33 3.20225 2.38681 -3.52445  0.00
C22 3.21266 -1.40594 -1.93185  0.00
H34 3.20114 -1.14264 -3.00074  0.00
H35 3.94601 -2.21664 -1.79731  0.00
H36 2.22479 -1.79530 -1.65738  0.00
C23 3.87340 -0.70041 0.38477  0.00
H37 3.01134 -1.23247 0.80113  0.00
H38 4.72710 -1.39379 0.37920  0.00
H39 4.12659 0.13817 1.04834  0.00
C24 4.94099 0.34577 -1.58408  0.01
H40 4.87336 0.64818 -2.63428  0.00
H41 5.31669 1.17503 -0.97469  0.00
H42 5.69377 -0.45644 -1.53342  0.00
Ir1 0.32223 0.43259 0.48737  0.55
N2 0.06934 -1.25731 -0.46534  0.05
C25 -0.42984 -2.25988 -0.83047  0.00
C26 -0.14869 -3.73542 -1.28574  0.00
C27 -1.48196 -4.38608 -1.60785  0.00
C28 0.73724 -3.75247 -2.53438  0.00
C29 0.55627 -4.52043 -0.16442  0.00
H43 -2.10354 -4.45077 -0.71019  0.00
H44 -2.02232 -3.80105 -2.35857  0.00
H45 -1.35847 -5.40200 -1.99769  0.00
H46 1.79293 -3.64001 -2.26320  0.00
H47 0.65730 -4.70424 -3.08000  0.00
H48 0.47688 -2.94897 -3.23167  0.00
H49 1.00586 -5.44566 -0.55922  0.00
H50 1.36361 -3.93146 0.29062  0.00
H51 -0.14007 -4.81230 0.63459  0.00
N3 -0.52451 3.45496 1.07423  0.00
C30 -0.23865 4.55353 1.82441  0.02
C31 0.87730 4.24192 2.57191  0.01
C32 1.24872 2.93276 2.23194  0.01
N4 0.36622 2.44147 1.33124  0.05
H52 -1.31235 3.34141 0.42519  0.00
H53 -0.83223 5.45652 1.78030  0.00
H54 1.37772 4.87282 3.27925  0.00
H55 2.09929 2.37127 2.59750  0.00



Record 3
ORCA calculation (ωB97M-V/def2-TZVPD) on 2 unconnected molecules or ions with the total composition C18H13Br2F2N2.

* charge: +1
* LUMO: -5.658 eV
* spin multiplicity: 1
* HOMO: -11.8 eV
* gap between HOMO and LUMO: 6.152 eV
* F_max: 2.3 eV/A

Each line ends with the Mulliken charge.
Geometry (Å):
F1 2.67817 1.85268 -2.77884  -0.30
C1 1.40897 2.29331 -2.49571  0.35
C2 0.64045 2.80281 -3.54703  -0.53
C3 -0.64787 3.27058 -3.23472  -0.49
C4 -1.07141 3.34778 -1.91517  -0.78
C5 -0.19492 2.99417 -0.82423  0.87
C6 -0.58376 3.33366 0.50354  -0.60
C7 -0.24377 2.66475 1.70990  1.10
C8 -1.24871 2.45264 2.71943  -0.86
C9 -0.91753 1.94065 3.96692  -0.50
C10 0.39987 1.57211 4.27136  -0.55
C11 1.35993 1.71363 3.26178  -0.02
F2 2.66839 1.39815 3.54749  -0.30
C12 1.05961 2.20281 2.00174  -0.29
C13 0.97141 2.26169 -1.17532  -0.38
H1 1.03309 2.81057 -4.56261  0.48
H2 -1.29944 3.59833 -4.04753  0.39
H3 -2.07944 3.69327 -1.68840  0.41
H4 -1.53360 3.85902 0.53875  0.59
H5 -2.28464 2.71215 2.49037  0.43
H6 -1.68847 1.83549 4.74095  0.39
H7 0.68940 1.19072 5.24566  0.48
H8 1.86112 2.32054 1.27417  0.41
H9 1.54736 1.70971 -0.43958  0.60
Br1 5.25240 5.46901 0.01188  -0.20
C14 3.47859 5.69136 0.72742  -0.78
C15 3.25643 6.80052 1.57814  1.46
N1 4.23613 7.67743 1.87258  -0.39
C16 1.94628 6.90625 2.10745  -0.47
Br2 1.60475 8.38744 3.27997  -0.19
C17 0.98427 5.96180 1.79205  -0.34
N2 1.20663 4.93630 0.94585  -0.02
C18 2.45670 4.80673 0.45521  0.06
H10 4.06182 8.48811 2.46693  0.15
H11 5.16399 7.59442 1.47031  0.15
H12 -0.00307 6.05339 2.23954  0.43
H13 2.67435 3.95463 -0.19350  0.26



> Among the records above, which one has the lowest F_max?

C18H24FN3OS



> Number 2 is which compound?

C32H55IrN4OP2